(1)
This record from the OMol25 dataset describes a structure of composition C2H4O3P at a distorted geometry. The level of theory is the ωB97M-V functional and the def2-TZVPD basis.

CARTESIAN COORDINATES (ANGSTROEM)
C 0.478 0.295 -0.571
O -0.190 -1.874 -0.667
H 1.212 0.841 0.036
O 2.266 -1.773 -1.646
C -0.409 -0.741 0.141
P 0.926 -1.129 -1.748
H -0.060 -1.013 1.282
H -1.480 -0.364 -0.028
O 0.305 -0.852 -3.075
H -0.059 1.065 -1.007

Atomic forces in eV per Å
C 1.79 -1.40 1.16
O 0.55 -0.27 -0.74
H 0.27 -0.70 0.02
O -0.34 0.31 0.32
C -0.22 0.52 1.41
P -0.46 0.41 0.31
H -1.28 0.94 -2.54
H 1.07 -0.87 1.15
O -0.03 -0.18 0.23
H -1.35 1.24 -1.32

Computed properties:
LUMO energy: 4.303 eV
Energy relative to the best compared isomer or geometry (same formula, charge and spin): 0.040 eV
Charge: -1
Orbital gap: 9.0917 eV
F_max: 0.0582 hartree/bohr

(2)
This record from the OMol25 dataset describes an isolated molecule of C3H3N3O at a distorted geometry. The level of theory is the ωB97M-V functional and the def2-TZVPD basis.

CARTESIAN COORDINATES (ANGSTROEM)
C -0.253 0.876 -0.149
H -1.311 1.486 -1.724
C 0.687 -1.141 1.085
N 0.474 0.003 1.717
O -0.906 1.832 -0.825
H -0.072 -0.515 -1.949
N -0.014 1.093 1.124
N 0.512 -1.348 -0.224
H 0.922 -1.951 1.764
C -0.040 -0.335 -0.819

Atomic forces in eV per Å
C -1.74 0.23 -1.09
H 1.48 0.86 2.81
C -0.48 0.81 0.79
N 0.25 -0.16 1.16
O -1.33 0.18 -2.53
H -0.61 0.99 1.51
N 0.61 -1.31 -0.99
N -0.18 -0.61 0.79
H 0.41 -0.14 -0.35
C 1.58 -0.86 -2.10

Computed properties:
LUMO energy: -0.172 eV
Energy relative to the best compared isomer or geometry (same formula, charge and spin): 2.033 eV
Orbital gap: 9.4941 eV
F_max: 0.0641 hartree/bohr
SMILES string: Oc1cncnn1

(3)
This record from the OMol25 dataset describes a cluster of 2 separate species, C2H4O3S in total at a distorted geometry. The level of theory is the ωB97M-V functional and the def2-TZVPD basis.

CARTESIAN COORDINATES (ANGSTROEM)
O -0.580 1.317 -0.103
H 3.314 -0.313 0.082
O -2.561 0.424 -0.090
C -1.343 0.268 -0.259
C -1.028 -0.926 -0.800
H -0.657 -2.180 0.547
H -1.213 2.035 0.032
O -0.843 -2.123 -0.383
S 2.388 0.112 0.729
H 2.523 1.385 0.245

Atomic forces in eV per Å
O 1.96 0.59 -0.16
H 3.88 -1.75 -2.68
O -0.24 -0.83 -0.02
C -2.58 2.05 1.94
C 0.89 -2.34 -2.62
H 0.01 -0.15 1.53
H -0.08 0.19 0.06
O 0.06 0.58 -0.73
S -3.77 2.38 2.46
H -0.13 -0.73 0.22

Computed properties:
LUMO energy: 0.205 eV
Energy relative to the best compared isomer or geometry (same formula, charge and spin): 3.106 eV
Orbital gap: 9.1099 eV
F_max: 0.0990 hartree/bohr

(4)
This record from the OMol25 dataset describes a structure of composition C29H34N7O2Pt at a distorted geometry. The level of theory is the ωB97M-V functional and the def2-TZVPD basis.

CARTESIAN COORDINATES (ANGSTROEM)
H -2.075 1.360 1.762
H 1.162 -3.257 -2.923
H 0.837 1.823 -2.561
N 0.532 -1.957 2.334
H 4.851 -0.041 1.621
H 2.007 -0.307 5.629
H -5.479 -0.256 -2.962
C 3.930 -0.732 -0.168
C 1.410 -1.946 4.534
O -1.837 2.347 -2.415
C -4.712 -1.532 0.107
C 1.626 1.728 -1.807
N 1.901 -1.303 5.596
H 1.888 2.735 -1.474
C -4.903 -0.465 -2.067
H 0.079 -3.838 1.522
C 1.133 0.923 -0.660
H -5.178 -2.082 0.916
H -1.659 -2.414 0.802
C 2.454 -2.018 -1.742
H -3.059 -2.612 1.823
C -1.079 4.942 -2.070
H 0.784 -1.537 -3.026
C -2.881 0.128 -3.372
C 0.834 -3.941 3.552
H 5.708 -3.015 -1.910
H -3.254 1.067 -3.779
C 1.120 -2.331 -2.355
H -6.558 -1.314 -1.003
C -3.378 -1.274 0.159
C 3.571 -2.706 -2.138
C 0.680 2.293 1.272
N 0.129 1.422 0.218
H -1.623 4.528 -2.906
C 1.004 -1.263 3.360
C 4.093 0.285 0.910
C 4.854 -2.433 -1.583
N 1.295 -3.275 4.595
Pt -0.287 -1.044 0.654
C -2.530 -1.842 1.264
H 2.199 -1.839 6.396
C -1.333 2.603 -1.355
H -0.170 5.407 0.122
N -0.830 3.875 -1.057
H 1.089 -0.188 3.266
H 4.470 1.224 0.485
C -5.499 -1.085 -0.983
N 1.582 -0.220 -0.311
C -2.212 1.983 0.876
H 5.991 -1.280 -0.183
N -1.577 0.117 -0.560
H 0.767 -5.019 3.635
H -2.088 3.018 1.165
C 5.016 -1.464 -0.617
H -0.133 5.343 -2.424
C -1.243 1.541 -0.241
H -1.801 0.178 -3.291
O 1.369 1.782 2.117
H -3.228 1.854 0.502
C 2.641 -0.985 -0.777
H 2.492 1.263 -2.275
H 0.356 -2.458 -1.590
H 3.166 0.495 1.439
H -1.669 5.739 -1.623
C -3.548 -0.181 -2.072
C -0.191 4.323 0.087
C 0.441 -3.299 2.384
C 0.414 3.700 1.122
C -2.802 -0.396 -0.838
H 3.478 -3.474 -2.899
H -2.207 -1.089 1.989
H 0.828 4.328 1.901
H -3.156 -0.642 -4.098

Atomic forces in eV per Å
H 0.01 0.00 0.00
H 0.05 0.05 -0.04
H -0.01 -0.02 0.06
N 0.18 -0.16 -1.29
H -0.06 -0.02 0.03
H 0.01 0.11 -0.05
H 0.01 -0.10 0.04
C -1.44 -0.22 -0.65
C -0.15 -0.16 -0.23
O -0.10 0.07 -0.09
C 0.25 0.06 0.37
C 0.29 0.15 0.05
N 0.01 -0.03 0.02
H 0.00 -0.02 -0.03
C 0.13 0.31 -0.22
H 0.05 0.04 -0.03
C 0.66 -0.01 -0.01
H -0.02 0.04 -0.06
H -0.13 -0.06 0.01
C -0.10 0.70 0.42
H 0.15 -0.08 0.06
C 0.00 -0.04 0.02
H 0.01 0.03 -0.04
C 0.06 -0.32 0.24
C 0.00 0.35 -0.02
H -0.09 0.05 -0.04
H -0.09 0.05 0.02
C 0.02 0.16 0.03
H 0.00 0.00 -0.01
C 0.07 -1.33 0.46
C 1.38 -0.09 0.25
C -0.08 -0.17 -0.03
N -0.07 0.77 0.04
H -0.04 -0.09 -0.06
C 0.11 0.24 0.06
C 0.19 0.34 -0.02
C -0.94 -0.46 -0.62
N 0.10 -0.27 0.17
Pt 0.22 -0.03 1.06
C 0.13 0.49 -0.44
H -0.03 -0.07 0.01
C 0.20 0.51 0.14
H -0.04 0.00 -0.03
N -0.27 -0.38 -0.13
H -0.04 -0.02 -0.12
H -0.11 -0.04 0.08
C 0.08 0.05 -0.10
N -2.94 -0.70 0.67
C -0.26 -0.72 0.07
H -0.03 -0.02 -0.01
N -1.52 -1.38 1.14
H 0.02 0.00 0.01
H 0.19 0.12 -0.10
C -0.06 -0.03 0.05
H 0.05 -0.04 0.04
C 1.04 1.24 -0.76
H -0.05 -0.01 -0.05
O -0.22 0.16 -0.24
H -0.02 0.05 0.01
C 2.06 -0.40 0.06
H -0.02 -0.04 0.04
H -0.21 -0.04 0.21
H 0.11 -0.01 0.04
H 0.01 -0.03 0.08
C -0.82 0.77 -0.74
C 0.13 -0.14 0.12
C 0.12 -0.14 0.33
C -0.11 0.17 0.02
C 2.10 0.75 -0.57
H 0.04 0.04 0.11
H -0.15 0.13 0.21
H -0.02 0.00 -0.04
H -0.03 -0.11 0.04

Computed properties:
LUMO energy (alpha / beta): -12.851 / -12.996 eV
Energy relative to the best compared isomer or geometry (same formula, charge and spin): 1.231 eV
Charge: +3
Orbital gap (alpha / beta): 3.4885 / 3.1638 eV
F_max: 0.0602 hartree/bohr

Question: Among the records above, which one has the lowest energy relative to the best compared isomer or geometry (same formula, charge and spin)?
Answer: C2H4O3P

Question: Look up the energy relative to the best compared isomer or geometry (same formula, charge and spin) of the first one.
Answer: 0.040 eV